{"formula": "C21H27GaO2Si", "method": "ωB97M-V with the def2-TZVPD basis set", "energy_ev": -86557.2667, "homo_lumo_gap_ha": [0.2003, 0.1944], "mol_weight_g_mol": 409.3, "symbols": ["C", "C", "C", "H", "C", "C", "H", "H", "H", "H", "C", "C", "C", "H", "C", "C", "H", "H", "H", "H", "Ga", "O", "C", "C", "H", "H", "H", "H", "C", "C", "C", "H", "C", "H", "C", "H", "C", "H", "C", "Si", "C", "C", "O", "H", "H", "H", "H", "H", "H", "H", "H", "H"], "coordinates": [[1.64, 2.55, 0.73], [1.50, 2.46, -0.70], [0.11, 2.23, -0.98], [2.29, 2.33, -1.43], [-0.60, 2.14, 0.29], [0.40, 2.25, 1.35], [0.22, 2.27, 2.43], [2.45, 2.90, 1.37], [-0.35, 2.24, -1.98], [-1.69, 2.19, 0.43], [1.79, -1.92, -0.42], [2.90, -1.32, 0.23], [2.53, -1.01, 1.59], [3.65, -0.93, -0.40], [1.19, -1.43, 1.79], [0.72, -2.05, 0.55], [-0.15, -2.72, 0.47], [1.75, -2.25, -1.47], [3.00, -0.46, 2.37], [0.67, -1.42, 2.76], [0.40, 0.12, 0.08], [-2.89, -0.74, -1.04], [-3.26, -0.24, -2.34], [-4.30, -0.32, -1.23], [-2.87, 0.76, -2.56], [-3.34, -0.96, -3.16], [-4.57, 0.62, -0.75], [-6.95, 0.07, -1.02], [-6.72, -0.99, -1.15], [-5.34, -1.36, -1.26], [-5.02, -2.73, -1.44], [-3.97, -3.03, -1.51], [-6.04, -3.69, -1.48], [-5.78, -4.74, -1.60], [-7.39, -3.31, -1.37], [-8.18, -4.07, -1.41], [-7.72, -1.96, -1.21], [-8.77, -1.65, -1.12], [4.46, 2.01, 2.79], [4.46, 1.32, 1.07], [4.93, 2.53, -0.24], [5.60, -0.13, 1.10], [3.04, 0.93, 0.54], [5.52, 2.27, 2.94], [4.17, 1.28, 3.56], [3.87, 2.92, 2.92], [5.95, 2.79, 0.02], [4.88, 2.04, -1.22], [4.26, 3.40, -0.23], [5.30, -0.90, 1.83], [5.72, -0.60, 0.11], [6.54, 0.32, 1.41]]}